A cluster of 11 separate species, C31H76F6O14P in total in a non-equilibrium geometry. Source: the OMol25 dataset; level of theory: ωB97M-V with the def2-TZVPD basis set.

Net charge = -1
Gap between HOMO and LUMO = 0.3327 Eh
DFT total energy = -87638.631 eV
Molecular weight = 817.90 g mol⁻¹
Relative energy (zero: lowest compared OMol25 entry of this formula, charge and spin) = 0.0 kcal/mol

CARTESIAN COORDINATES (ANGSTROEM)
P  -0.542686  -0.549158  0.214337
F  -1.976715  -0.515260  -0.533300
F  0.026751  0.667918  -0.708380
F  -1.134426  0.501695  1.308181
F  0.828286  -0.583748  1.067665
F  -1.054001  -1.835364  1.040687
F  0.146252  -1.540112  -0.893160
C  4.184336  -3.831239  -4.510766
C  3.760195  -3.604504  -3.063413
C  2.379702  -2.957933  -3.253611
O  1.977414  -3.210103  -4.604558
C  2.868805  -4.197456  -5.145982
H  4.986627  -4.571137  -4.581867
H  4.579417  -2.954185  -5.028322
H  4.459009  -2.997596  -2.491357
H  3.670268  -4.582565  -2.589954
H  2.332197  -1.879357  -3.081667
H  1.662016  -3.301350  -2.503456
H  2.857241  -4.171247  -6.234767
H  2.479714  -5.180619  -4.855336
C  2.263188  -4.784790  2.690681
C  1.702084  -3.519123  2.038751
C  2.912057  -2.763081  1.508296
O  4.064002  -3.533880  1.834021
C  3.747562  -4.467538  2.866117
H  2.173651  -5.658064  2.040822
H  1.754466  -5.047387  3.618978
H  1.166793  -2.917138  2.775925
H  0.926339  -3.734303  1.302977
H  2.915523  -1.797084  2.020955
H  2.893567  -2.625223  0.428081
H  4.016314  -3.963250  3.803174
H  4.380637  -5.347065  2.744136
C  -1.140774  -4.189750  -2.282803
C  -1.529689  -5.588811  -1.877086
C  -2.968647  -5.639014  -2.402031
O  -3.458733  -4.306914  -2.214586
C  -2.369030  -3.409597  -1.923872
H  -0.939612  -4.105833  -3.359464
H  -0.218364  -3.791356  -1.862257
H  -1.556164  -5.613322  -0.779370
H  -0.823937  -6.393631  -2.087326
H  -3.587279  -6.286920  -1.776737
H  -3.040372  -5.937032  -3.451297
H  -2.343730  -3.218144  -0.847284
H  -2.458888  -2.483771  -2.487973
C  -3.608151  2.228386  0.796166
O  -3.755761  3.631796  0.991714
H  -2.869548  1.972557  0.039285
H  -3.381962  1.705212  1.722334
H  -4.565715  1.777611  0.503538
H  -3.609270  4.044586  0.137523
C  3.382569  1.086740  -0.541134
O  2.456603  1.815960  0.222135
H  4.062297  0.404516  -0.010751
H  2.868693  0.443085  -1.265926
H  4.001247  1.819171  -1.067265
H  1.609225  1.363764  0.091723
C  -0.175039  4.095778  0.227784
O  1.139807  4.624748  0.274045
H  -0.528208  3.992752  -0.805622
H  -0.194183  3.124626  0.721830
H  -0.875563  4.726662  0.789805
H  1.038695  5.573661  0.159363
C  -4.397054  0.322452  -2.816413
O  -5.773710  0.376821  -3.115767
C  -6.520727  0.485588  -1.920119
C  -7.971849  0.766957  -2.245279
O  -8.481034  -0.193069  -3.141587
C  -9.783090  0.140769  -3.548144
H  -4.049324  1.217800  -2.294375
H  -3.811131  0.176774  -3.725025
H  -4.160515  -0.575666  -2.231278
H  -6.155328  1.302659  -1.285482
H  -6.367478  -0.439636  -1.352560
H  -8.034694  1.758989  -2.705939
H  -8.505250  0.824873  -1.289004
H  -10.035871  -0.541399  -4.356242
H  -9.855399  1.157558  -3.959263
H  -10.510568  0.122187  -2.730118
C  1.366120  2.988115  -3.049898
O  2.217794  3.650088  -2.134209
C  3.253139  4.358978  -2.752025
C  3.925171  5.147317  -1.627655
O  4.404191  4.290880  -0.609845
C  5.785860  4.045637  -0.730434
H  0.565003  2.565787  -2.448422
H  1.882121  2.149821  -3.535882
H  1.024210  3.684430  -3.823126
H  2.891321  5.058148  -3.522929
H  3.930007  3.685550  -3.297279
H  3.201925  5.830628  -1.185327
H  4.769578  5.734004  -2.010380
H  5.950728  3.426712  -1.622714
H  6.177503  3.465345  0.101746
H  6.345959  4.979640  -0.845893
C  4.525993  6.227705  1.735821
O  3.352280  5.485315  1.935391
C  3.058428  5.399194  3.307994
C  1.867175  4.495356  3.556386
O  2.020246  3.320445  2.809977
C  1.250707  2.229659  3.214932
H  4.694611  6.481252  0.691181
H  5.374055  5.602849  2.041817
H  4.603552  7.186186  2.265265
H  2.795471  6.390248  3.713690
H  3.944221  5.065861  3.868809
H  0.958228  5.048363  3.280000
H  1.773250  4.225437  4.617054
H  1.532951  1.928346  4.238329
H  1.461750  1.370123  2.582031
H  0.159780  2.350639  3.203940
C  0.394023  -1.832907  5.584947
O  -0.939341  -1.429964  5.468459
C  -1.449215  -1.662433  4.170168
C  -2.762615  -0.949619  3.939236
O  -3.910071  -1.476552  4.617050
C  -3.995396  -2.884032  4.663977
H  0.814850  -1.626157  6.568779
H  1.012148  -1.283318  4.862397
H  0.519130  -2.910954  5.414725
H  -1.546022  -2.744322  4.021631
H  -0.736711  -1.272694  3.433342
H  -2.955014  -1.054180  2.863001
H  -2.752726  0.123936  4.113035
H  -3.147232  -3.336765  5.172237
H  -4.256655  -3.417090  3.742432
H  -4.906559  -3.030935  5.254483

Atomic forces in eV per Å
P 0.228 -0.269 -0.165
F 0.429 0.063 -0.460
F -0.415 0.355 0.329
F 0.104 -0.247 -0.148
F 0.320 0.103 -0.015
F -0.178 -0.084 0.268
F -0.595 -0.132 0.176
C 0.860 -0.471 -0.141
C -0.074 0.406 -0.433
C -0.223 0.512 0.673
O 0.036 -0.280 -0.177
C -0.671 0.084 0.228
H -0.259 -0.241 -0.076
H -0.171 0.275 0.310
H -0.077 0.039 0.050
H -0.031 0.052 0.154
H 0.495 0.087 -0.300
H -0.119 -0.553 -0.356
H -0.080 0.345 -0.007
H 0.343 -0.192 0.114
C 0.197 -0.230 0.015
C -0.953 -0.232 0.301
C -0.293 0.076 0.224
O 0.232 -0.444 -0.299
C 0.120 0.683 -0.124
H -0.037 0.095 -0.127
H 0.089 0.108 0.081
H 0.187 0.048 0.070
H 0.272 -0.053 -0.241
H 0.412 0.126 -0.297
H 0.016 0.152 0.045
H -0.356 -0.332 0.295
H 0.078 0.065 -0.002
C 1.257 0.371 -0.986
C 0.057 -0.091 0.793
C 0.212 0.058 0.802
O -0.135 0.071 -0.348
C 0.091 -0.378 0.355
H -0.290 -0.286 -0.069
H -0.257 -0.093 0.555
H -0.263 0.122 -0.001
H -0.244 0.008 -0.778
H -0.069 -0.171 -0.257
H 0.031 0.024 -0.040
H -0.222 0.329 -0.082
H -0.237 0.002 0.091
C -0.780 -0.545 -0.134
O 0.170 -0.126 0.087
H 0.175 0.039 0.132
H 0.452 0.453 0.147
H -0.033 0.144 -0.283
H 0.002 0.076 0.045
C 0.080 0.055 -0.673
O -0.091 -0.742 0.248
H -0.197 0.212 0.562
H 0.053 0.147 -0.184
H 0.029 -0.143 -0.157
H 0.227 0.319 0.235
C -0.003 0.118 0.253
O -0.533 0.220 0.159
H -0.069 -0.098 0.033
H 0.200 -0.082 -0.189
H -0.078 -0.002 -0.119
H 0.239 0.021 0.029
C 0.436 -0.750 -0.125
O 0.023 0.555 0.090
C 0.101 -0.372 -0.364
C 0.718 0.094 -0.046
O -0.270 0.241 0.473
C 0.006 0.228 -0.366
H -0.004 -0.011 0.069
H -0.305 0.346 -0.216
H -0.098 0.229 0.364
H 0.055 0.115 -0.060
H -0.334 -0.066 0.111
H -0.006 0.093 -0.086
H -0.329 -0.232 -0.043
H -0.267 -0.151 0.179
H 0.309 0.049 -0.038
H -0.011 -0.381 0.077
C 0.591 -0.124 0.429
O -0.219 0.042 -0.789
C -0.021 0.161 0.362
C 0.399 -0.504 -0.253
O 0.336 0.239 0.354
C -0.286 -0.396 -0.800
H -0.217 0.104 -0.193
H 0.066 0.031 -0.090
H -0.292 -0.048 0.016
H -0.220 0.130 0.092
H 0.250 -0.116 0.262
H -0.156 -0.100 0.076
H -0.122 0.152 -0.222
H 0.288 0.088 -0.112
H -0.351 0.162 0.314
H 0.133 0.029 0.124
C 0.752 -0.310 -0.061
O -0.158 0.889 0.066
C 0.018 0.074 0.387
C -0.198 -0.459 -0.375
O 0.103 0.147 -0.294
C -0.036 -0.718 0.714
H -0.445 -0.325 -0.177
H 0.210 0.154 0.082
H -0.433 -0.082 0.373
H 0.091 0.049 -0.028
H -0.005 -0.216 -0.110
H -0.126 -0.201 -0.150
H 0.183 0.334 0.174
H -0.113 0.080 0.074
H 0.200 0.243 -0.263
H 0.034 0.495 -0.125
C 0.522 -0.058 -0.354
O -0.249 0.155 0.716
C 0.284 0.528 0.174
C -0.623 -0.734 -0.970
O 0.629 0.004 -0.052
C -1.348 0.260 0.729
H -0.470 0.179 0.163
H 0.069 -0.157 -0.087
H -0.053 -0.022 -0.156
H 0.007 0.058 -0.275
H -0.097 -0.085 -0.099
H 0.147 -0.027 -0.086
H 0.279 -0.063 0.438
H 0.036 -0.142 -0.020
H 0.642 0.409 -0.500
H 0.286 -0.244 0.315